(1)
Density functional theory data (the ωB97M-V functional and the def2-TZVPD basis) for an isolated molecule of C20H24N2O4.

As for the LUMO energy: 0.32 eV. The SMILES is CCOCCCNC(=O)[C@H](NC(=O)c1ccccc1O)c1ccccc1. As for the HOMO energy: -8.93 eV.

Element x y z (Å)
C1 2.39 -1.55 2.71
H1 1.38 -1.15 2.60
H2 2.32 -2.63 2.77
H3 2.83 -1.17 3.63
C2 3.26 -1.16 1.51
H4 4.24 -1.65 1.60
O1 3.56 0.21 1.41
C3 2.49 1.07 1.09
C4 1.93 1.80 2.31
C5 0.82 2.78 1.92
N1 -0.31 2.10 1.34
C6 -0.64 2.24 0.04
O2 -0.14 3.03 -0.72
C7 -1.73 1.21 -0.39
N2 -1.05 -0.04 -0.66
C8 -0.72 -0.91 0.31
O3 -1.01 -0.68 1.49
C9 -0.02 -2.14 -0.10
C10 0.68 -2.25 -1.31
C11 1.33 -3.42 -1.66
C12 1.28 -4.51 -0.81
C13 0.61 -4.43 0.39
C14 -0.02 -3.25 0.78
O4 -0.63 -3.22 1.97
H5 -0.94 -2.29 2.13
H6 0.58 -5.27 1.08
H7 1.77 -5.43 -1.08
H8 1.87 -3.47 -2.59
H9 0.76 -1.40 -1.97
H10 -0.82 -0.24 -1.62
C15 -2.49 1.69 -1.60
C16 -1.83 1.88 -2.81
C17 -2.52 2.34 -3.91
C18 -3.88 2.59 -3.83
C19 -4.54 2.40 -2.62
C20 -3.85 1.95 -1.51
H11 -4.36 1.81 -0.58
H12 -5.60 2.61 -2.55
H13 -4.42 2.95 -4.69
H14 -2.00 2.49 -4.85
H15 -0.76 1.71 -2.87
H16 -2.41 1.05 0.45
H17 -0.68 1.31 1.85
H18 1.18 3.50 1.18
H19 0.48 3.33 2.81
H20 1.53 1.08 3.03
H21 2.74 2.35 2.79
H22 1.69 0.50 0.59
H23 2.88 1.80 0.38
H24 2.78 -1.51 0.58

(2)
Density functional theory data (the ωB97M-V functional and the def2-TZVPD basis) for C20H24N5OPdS2SbSe4Si as an isolated structure at a distorted geometry.

The net charge is -2. As for the spin multiplicity: 3. As for the LUMO energy (alpha / beta): 3.84 / 2.79 eV. As for the HOMO energy (alpha / beta): -0.87 / -2.75 eV.

Element x y z (Å)
Pd1 1.22 0.53 0.55
C1 -4.61 -3.21 -1.29
Si1 -2.73 -3.37 -1.32
C2 -2.24 -4.12 -2.97
C3 -2.29 -4.58 0.04
C4 -2.02 -1.63 -1.26
C5 -2.70 -0.66 -1.99
C6 -2.28 0.67 -2.02
C7 -1.16 0.99 -1.29
N1 -0.47 0.08 -0.60
C8 -0.85 -1.24 -0.56
S1 0.15 -2.34 0.30
H1 -5.07 -4.19 -1.37
H2 -5.00 -2.59 -2.10
H3 -4.94 -2.75 -0.35
H4 -2.74 -5.08 -3.13
H5 -1.16 -4.29 -3.00
H6 -2.50 -3.46 -3.80
H7 -2.92 -5.47 -0.08
H8 -2.47 -4.15 1.03
H9 -1.24 -4.86 0.00
H10 -3.59 -0.94 -2.54
H11 -2.82 1.43 -2.57
H12 -0.79 2.00 -1.23
N2 5.95 2.81 -1.84
C9 5.20 2.28 -2.82
O1 5.20 2.66 -3.98
C10 4.31 1.13 -2.41
C11 4.36 -0.06 -3.11
C12 3.45 -1.06 -2.80
C13 2.53 -0.84 -1.79
N3 2.50 0.30 -1.09
C14 3.37 1.27 -1.40
H13 6.39 3.69 -2.05
H14 5.77 2.63 -0.86
H15 5.08 -0.19 -3.91
H16 3.45 -2.01 -3.31
H17 1.81 -1.60 -1.49
H18 3.31 2.19 -0.83
N4 -3.98 1.61 5.10
C15 -3.14 2.57 4.51
S2 -3.50 4.20 4.78
C16 -2.09 2.08 3.70
C17 -1.95 0.69 3.37
C18 -0.94 0.26 2.57
N5 0.00 1.09 2.05
C19 -0.08 2.41 2.38
C20 -1.08 2.92 3.16
H19 -4.56 2.03 5.81
H20 -3.51 0.78 5.43
H21 -2.67 -0.04 3.71
H22 -0.84 -0.78 2.29
H23 0.71 3.04 2.00
H24 -1.09 3.97 3.39
Se1 3.28 4.61 0.87
Sb1 4.41 2.95 2.19
Se2 3.17 0.58 2.00
Se3 6.60 2.25 1.43
Se4 3.84 2.77 4.51

(3)
Density functional theory data (the ωB97M-V functional and the def2-TZVPD basis) for an isolated molecule of C20H24N6O4S at a distorted geometry.

As for the LUMO energy: 0.60 eV. The SMILES is Cc1ccc(S(=O)(=O)Cn2nnnc2[C@@H](C)N2CCN(C(=O)c3ccco3)CC2)cc1. As for the HOMO energy: -8.98 eV.

Element x y z (Å)
C1 6.24 1.54 0.90
C2 4.81 1.43 0.45
C3 4.34 2.22 -0.59
C4 3.02 2.14 -1.00
C5 2.17 1.26 -0.34
C6 2.61 0.47 0.70
C7 3.93 0.56 1.09
H1 4.29 -0.05 1.91
H2 1.92 -0.19 1.20
S1 0.46 1.16 -0.84
O1 0.17 2.20 -1.80
O2 0.14 -0.19 -1.23
C8 -0.47 1.55 0.72
N1 -1.54 2.43 0.48
C9 -2.75 2.26 -0.12
N2 -3.37 3.42 -0.09
N3 -2.55 4.28 0.50
N4 -1.47 3.72 0.84
C10 -3.29 1.02 -0.75
N5 -2.81 -0.15 -0.04
C11 -2.90 -1.39 -0.80
H3 -2.14 -1.36 -1.57
C12 -2.62 -2.58 0.14
N6 -1.76 -2.12 1.21
C13 -0.41 -2.00 1.13
O3 0.20 -1.33 1.96
C14 0.35 -2.72 0.11
C15 1.72 -2.90 0.12
C16 2.04 -3.56 -1.09
C17 0.85 -3.73 -1.74
O4 -0.16 -3.23 -1.03
H4 0.62 -4.17 -2.69
H5 3.01 -3.86 -1.42
H6 2.39 -2.60 0.89
C18 -2.49 -1.25 2.11
C19 -3.39 -0.30 1.28
H7 -3.44 0.68 1.77
H8 -4.42 -0.69 1.23
H9 -3.11 -1.86 2.78
H10 -1.76 -0.70 2.71
H11 -3.55 -2.93 0.61
H12 -2.18 -3.40 -0.40
H13 -3.90 -1.52 -1.26
C20 -2.89 1.06 -2.23
H14 -3.42 0.30 -2.80
H15 -3.16 2.04 -2.63
H16 -1.82 0.92 -2.33
H17 -4.40 1.09 -0.69
H18 -0.79 0.60 1.12
H19 0.24 2.05 1.38
H20 2.63 2.74 -1.80
H21 5.02 2.90 -1.09
H22 6.36 2.41 1.54
H23 6.54 0.66 1.46
H24 6.90 1.67 0.04

(4)
Density functional theory data (the ωB97M-V functional and the def2-TZVPD basis) for C20H24N9O5Sn as an isolated structure.

The net charge is +3. As for the LUMO energy (alpha / beta): -9.51 / -9.51 eV. As for the HOMO energy (alpha / beta): -16.26 / -16.26 eV.

Element x y z (Å)
Sn1 1.61 -1.29 -0.63
C1 -0.19 -2.36 5.22
O1 -0.46 -1.37 4.20
C2 -1.69 -1.18 3.79
C3 -2.79 -1.97 4.17
C4 -4.03 -1.67 3.68
C5 -4.27 -0.59 2.79
C6 -3.24 0.20 2.42
C7 -1.92 -0.08 2.90
N1 -0.87 0.69 2.63
N2 -0.93 1.79 2.08
C8 -0.61 2.44 1.04
C9 -0.10 1.68 -0.17
O2 0.03 0.44 -0.06
C10 0.21 2.45 -1.32
C11 0.06 3.80 -1.31
C12 -0.37 4.57 -0.18
C13 -0.46 5.95 -0.25
C14 -0.86 6.68 0.86
C15 -1.19 6.02 2.04
C16 -1.11 4.64 2.12
C17 -0.70 3.91 1.02
H1 -0.39 -3.36 4.83
H2 -0.79 -2.16 6.11
H3 0.86 -2.25 5.45
H4 -2.66 -2.80 4.85
H5 -4.87 -2.29 3.98
H6 -5.28 -0.39 2.45
H7 -3.39 1.05 1.77
H8 0.56 1.93 -2.20
H9 0.30 4.35 -2.22
H10 -0.20 6.46 -1.17
H11 -0.92 7.76 0.81
H12 -1.50 6.59 2.91
H13 -1.37 4.13 3.05
N3 4.23 -3.52 -1.01
N4 4.86 -3.20 -2.22
C18 4.40 -2.20 -2.99
N5 5.04 -1.91 -4.11
N6 3.29 -1.58 -2.52
N7 2.77 -0.54 -3.16
O3 1.78 -0.04 -2.52
O4 3.12 -0.08 -4.21
H14 4.89 -3.37 -0.25
H15 3.98 -4.50 -1.03
H16 5.70 -3.69 -2.50
H17 5.88 -2.41 -4.37
H18 4.71 -1.17 -4.70
C19 -1.55 -0.73 -2.86
N8 -1.35 -2.12 -3.25
C20 -0.48 -2.93 -2.66
N9 -0.39 -4.20 -3.05
O5 0.28 -2.53 -1.71
H19 -2.30 -0.30 -3.52
H20 -0.63 -0.16 -2.99
H21 -1.89 -0.66 -1.83
H22 -1.95 -2.50 -3.96
H23 -1.02 -4.60 -3.73
H24 0.19 -4.83 -2.52

(5)
Density functional theory data (the ωB97M-V functional and the def2-TZVPD basis) for a 5-piece molecular cluster, C20H25BBrN5O12 overall at a distorted geometry.

As for the LUMO energy: -0.33 eV. The SMILES is O=C1c2ccc(Br)c(CCc3ccccc3)c2C(=O)N1B(O)O.C[N+](=O)[O-].C[N+](=O)[O-].C[N+](=O)[O-].C[N+](=O)[O-]. As for the HOMO energy: -8.90 eV.

Element x y z (Å)
O1 3.85 -0.41 0.43
C1 3.00 0.34 0.86
C2 2.58 1.64 0.21
C3 2.96 2.22 -0.98
C4 2.42 3.43 -1.33
C5 1.47 4.08 -0.55
Br1 0.76 5.75 -1.11
C6 1.08 3.51 0.66
C7 0.04 4.12 1.59
C8 -1.19 3.17 1.68
C9 -1.35 2.27 0.47
C10 -1.72 2.78 -0.76
C11 -1.88 1.94 -1.85
C12 -1.69 0.58 -1.72
C13 -1.30 0.08 -0.49
C14 -1.14 0.90 0.59
C15 1.66 2.31 1.00
C16 1.50 1.44 2.24
O2 0.89 1.81 3.22
N1 2.22 0.24 2.04
B1 1.53 -1.03 2.37
O3 0.73 -1.08 3.52
O4 1.63 -2.14 1.60
H1 3.69 1.74 -1.63
H2 2.69 3.92 -2.27
H3 -0.28 5.09 1.22
H4 0.50 4.23 2.58
H5 -2.09 3.80 1.74
H6 -1.18 2.56 2.58
H7 -1.89 3.86 -0.86
H8 -2.16 2.39 -2.80
H9 -1.84 -0.08 -2.58
H10 -1.16 -1.00 -0.41
H11 -0.85 0.49 1.56
H12 -0.07 -0.55 3.36
H13 0.80 -2.65 1.65
C17 -2.31 -4.43 1.36
N2 -1.20 -3.45 1.39
O5 -0.09 -3.85 1.70
O6 -1.47 -2.30 1.09
H14 -1.93 -5.40 1.64
H15 -3.07 -4.09 2.07
H16 -2.71 -4.44 0.35
C18 -3.63 -6.97 -2.83
N3 -3.30 -6.13 -1.65
O7 -2.56 -6.60 -0.80
O8 -3.80 -5.02 -1.61
H17 -3.12 -7.92 -2.73
H18 -4.71 -7.11 -2.84
H19 -3.30 -6.43 -3.71
C19 -0.84 -2.25 -5.33
N4 -1.91 -2.65 -4.38
O9 -2.00 -2.03 -3.34
O10 -2.62 -3.58 -4.71
H20 -0.29 -1.42 -4.91
H21 -0.19 -3.11 -5.47
H22 -1.32 -1.97 -6.26
C20 4.68 3.57 3.17
N5 4.49 5.01 3.48
O11 4.34 5.77 2.55
O12 4.50 5.32 4.65
H23 4.65 3.44 2.09
H24 5.65 3.27 3.56
H25 3.87 3.02 3.65

DFT total energy values, unit a.u., following the record order: -1187.0433 -12185.5170 -1804.1480 -1858.8287 -4552.4248.